Density functional theory data (ωB97M-V/def2-TZVPD) for the molecule C7H7Cl3Si at a distorted geometry.

**Gap between HOMO and LUMO**: 0.35464 Ha
**SMILES**: Cl[Si](Cl)(Cl)Cc1ccccc1
**HOMO level**: -9.3 eV
**ΔE to the lowest compared entry with this formula, charge and spin**: 80.9 kJ/mol

```
18
C7H7Cl3Si ωB97M-V/def2-TZVPD
Cl -0.98 -2.13 -2.72
Cl 2.02 -3.24 -2.25
Cl 1.38 0.28 -2.42
C -0.76 2.30 0.80
C 0.14 1.82 1.72
C -1.32 1.51 -0.22
C 0.49 0.48 1.55
C -0.93 0.20 -0.30
C -0.03 -0.38 0.56
C 0.52 -1.73 0.21
Si 0.77 -1.78 -1.67
H -1.18 3.29 0.89
H 0.55 2.41 2.50
H -1.96 1.81 -1.01
H 1.23 0.07 2.27
H -1.40 -0.49 -0.95
H 1.53 -1.86 0.57
H -0.07 -2.57 0.48
```

Atomic partial charges in e from the Mulliken method, atoms 1 to 8:
1. Cl -0.2532
2. Cl -0.2347
3. Cl -0.2844
4. C -0.1947
5. C -0.8910
6. C -0.9594
7. C -0.0418
8. C -0.1122


Density functional theory data (ωB97M-V/def2-TZVPD) for a cluster of 2 separate species, C7H7F2O2S in total at a distorted geometry.

**Gap between HOMO and LUMO (spin up / spin down)**: 0.27447 / 0.27452 Ha
**HOMO level (spin up / spin down)**: -3.8 / -3.8 eV
**ΔE to the lowest compared entry with this formula, charge and spin**: 36.0 kJ/mol
**Total charge**: -1

```
19
C7H7F2O2S ωB97M-V/def2-TZVPD
C -0.96 -1.85 0.35
C 0.39 -1.62 0.04
C -1.79 -0.95 -0.19
C 0.93 -0.49 -0.41
C -1.39 0.18 -1.17
C -0.07 0.66 -0.59
C -0.21 1.23 0.89
O 3.15 0.79 1.34
O 3.54 1.49 -0.95
F 1.25 -2.67 0.45
F -3.20 -0.97 0.06
S 3.41 0.36 -0.04
H -1.30 -2.78 0.82
H -1.43 0.05 -2.21
H -2.05 0.96 -0.91
H 0.34 1.56 -1.15
H -0.56 0.38 1.46
H -0.78 2.17 0.82
H 0.73 1.51 1.37
```

Atomic partial charges in e from the Mulliken method, atoms 1 to 8:
1. C -0.6302
2. C 0.7707
3. C 0.2357
4. C -1.0389
5. C -0.8109
6. C 0.3062
7. C -1.1867
8. O -0.4896


Density functional theory data (ωB97M-V/def2-TZVPD) for the molecule C7H7FINO2 at a distorted geometry.

**Gap between HOMO and LUMO**: 0.31608 Ha
**SMILES**: CC1=C[C@@H]([N+](=O)[O-])[C@](F)(I)C=C1
**HOMO level**: -9.0 eV
**ΔE to the lowest compared entry with this formula, charge and spin**: 40.0 kJ/mol

```
19
C7H7FINO2 ωB97M-V/def2-TZVPD
C -1.15 -0.39 -0.85
C -0.72 0.77 -1.42
C 0.42 -0.12 1.05
C -0.70 -0.70 0.54
C 1.33 0.56 0.20
C 0.37 1.58 -0.81
C -1.59 -1.51 1.44
N 2.07 -0.28 -0.73
O 3.27 -0.15 -0.93
O 1.36 -1.08 -1.33
F 1.17 2.05 -1.74
I -0.47 3.21 0.30
H -1.92 -0.99 -1.34
H -1.17 1.27 -2.29
H 0.71 -0.29 2.09
H 2.08 1.13 0.83
H -0.78 -1.83 2.26
H -2.04 -2.37 0.86
H -2.23 -0.85 1.85
```

Atomic partial charges in e from the Mulliken method, atoms 1 to 8:
1. C -0.7205
2. C -0.4909
3. C -0.9475
4. C 1.4216
5. C -0.4129
6. C 0.1666
7. C -1.2380
8. N 0.9854


Density functional theory data (ωB97M-V/def2-TZVPD) for the molecule C7H7FN2S.

**Gap between HOMO and LUMO**: 0.32828 Ha
**SMILES**: NC(=S)Nc1cccc(F)c1
**HOMO level**: -8.4 eV
**ΔE to the lowest compared entry with this formula, charge and spin**: 0.0 kJ/mol

```
18
C7H7FN2S ωB97M-V/def2-TZVPD
N 0.61 -2.63 -0.48
C -0.72 -2.38 -0.47
S -1.82 -3.56 -0.82
N -1.17 -1.13 -0.16
C -0.47 0.06 0.02
C 0.74 0.32 -0.61
C 1.36 1.54 -0.39
C 0.81 2.51 0.43
C -0.41 2.25 1.02
C -1.05 1.05 0.82
H -2.00 0.85 1.29
H -0.87 3.00 1.65
H 1.33 3.45 0.57
F 2.54 1.78 -1.00
H 1.19 -0.37 -1.31
H -2.17 -1.09 -0.03
H 0.86 -3.60 -0.59
H 1.24 -2.05 0.05
```

Atomic partial charges in e from the Mulliken method, atoms 1 to 8:
1. N -0.4006
2. C 0.2080
3. S -0.4190
4. N -0.1513
5. C 0.3287
6. C -0.3798
7. C 0.2261
8. C -0.5427